*a*
13
Properties=species:S:1:pos:R:3 method="wB97M-V/def2-TZVPD" charge=0 smiles=N#CCC1CC1 multiplicity=1
N 2.8612 0.4093 -0.0957
C 1.7769 0.0157 0.0555
C 0.5218 -0.7014 0.2470
C -0.6616 -0.0528 -0.4325
C -1.6103 0.9562 0.1908
C -2.0136 -0.4903 -0.0101
H 0.7750 -1.6856 -0.2276
H 0.2820 -0.7737 1.3179
H -0.5500 -0.0875 -1.5049
H -1.5513 1.3632 1.2499
H -2.1472 1.6838 -0.4788
H -2.1860 -1.0619 0.8615
H -2.7308 -0.6672 -0.8523



*b*
13
Properties=species:S:1:pos:R:3 method="wB97M-V/def2-TZVPD" charge=0 multiplicity=1
N 0.7504 -0.8353 1.2505
C 1.5548 -0.5108 0.3837
C 1.0830 0.3515 -0.7689
C -0.3043 0.9183 -0.6309
C -0.0416 -1.2572 2.1494
C -1.3107 0.6652 -1.4608
H 1.1556 -0.2771 -1.6656
H 1.8253 1.1466 -0.9067
H -0.4748 1.5556 0.2377
H -0.1773 -0.6856 3.0609
H -0.5779 -2.1866 1.9896
H -1.1840 0.0232 -2.3310
H -2.2985 1.0921 -1.3080



Which one sits at the bottom of the stability order? *b* does.



*a*
13
Properties=species:S:1:pos:R:3 method="wB97M-V/def2-TZVPD" charge=0 smiles="C=CN=C=CC" multiplicity=1
C -2.5016 -0.2478 0.4872
C -2.0899 0.9635 0.0131
N -0.8512 0.9533 -0.6907
C 0.1029 0.2101 -0.4068
C 1.1471 -0.5285 -0.4431
C 2.5337 -0.1939 0.1471
H -3.5425 -0.3605 0.7113
H -1.8977 -1.1384 0.2302
H -2.5443 1.8961 0.0437
H 1.1556 -1.4688 -0.8870
H 2.6780 0.9195 0.5191
H 3.1794 -0.1975 -0.7008
H 2.6305 -0.8072 0.9767



*b*
13
Properties=species:S:1:pos:R:3 method="wB97M-V/def2-TZVPD" charge=0 smiles=N#CCC1CC1 multiplicity=1
N 2.2741 -1.7004 0.2586
C 1.7871 -0.6955 -0.0457
C 1.1642 0.5687 -0.4432
C -0.2886 0.6871 -0.0102
C -0.9378 -0.2215 0.9942
C -1.2621 -0.3571 -0.4680
H 1.2179 0.6321 -1.5369
H 1.7648 1.3934 -0.0434
H -0.6162 1.7230 -0.0023
H -1.6810 0.2173 1.6561
H -0.3427 -1.0032 1.4561
H -0.8452 -1.2158 -0.9994
H -2.2347 -0.0280 -0.8158



*c*
13
Properties=species:S:1:pos:R:3 method="wB97M-V/def2-TZVPD" charge=0 multiplicity=1
C -1.9652 0.3386 0.4070
N -0.6549 0.2396 0.2946
C 0.0334 -0.9591 0.6952
C 1.2265 -0.9950 0.1135
C 1.3778 0.2454 -0.7242
C 0.2118 1.0637 -0.3057
H -2.4848 -0.4484 0.9175
H 1.2146 -0.0712 -1.7658
H -2.4081 1.2216 -0.0241
H -0.4859 -1.6709 1.3245
H 1.9340 -1.8115 0.1587
H 2.3331 0.7610 -0.6356
H -0.1617 1.9426 -0.8177



*d*
13
Properties=species:S:1:pos:R:3 method="wB97M-V/def2-TZVPD" charge=0 multiplicity=1
C 1.5892 -0.0300 -0.1334
C 0.5501 0.0299 0.8166
C -0.3280 1.1655 0.7265
C -1.3531 0.7320 -0.0626
C -1.0814 -0.6452 -0.3855
N -0.2576 -1.1105 0.6800
H 2.1444 -0.9606 -0.2668
H 0.3293 -0.3085 -1.1049
H 2.1667 0.8650 -0.3602
H -0.0615 2.1879 0.9643
H -2.1437 1.3242 -0.5080
H -1.8319 -1.3116 -0.8077
H 0.2774 -1.9382 0.4416



Which one sits at the bottom of the stability order? *d* does.



*a*
13
Properties=species:S:1:pos:R:3 method="wB97M-V/def2-TZVPD" charge=0 multiplicity=1
C 2.0171 0.1110 -0.1857
C 0.4579 -0.4103 -0.0023
C 0.2379 0.9204 -0.0018
C -2.8650 0.9363 0.0955
C -2.6797 -0.2511 0.0210
N 0.0750 -1.6119 -0.0758
H 2.5385 -0.5129 0.5456
H 2.2743 -0.1461 -1.2125
H 2.3124 1.1506 -0.0203
H 0.2962 1.4148 0.9724
H -3.0465 1.9872 0.1493
H -2.4330 -1.2906 -0.0519
H 0.8459 -2.2634 -0.2020



*b*
13
Properties=species:S:1:pos:R:3 method="wB97M-V/def2-TZVPD" charge=0 smiles=Cc1ccc[nH]1 multiplicity=1
C -1.6451 -0.9873 -0.9699
C -0.4970 -0.3215 -0.3299
C 0.3063 0.8273 -0.8985
C 1.1504 1.1989 0.1333
C 1.0332 0.3011 1.2601
N 0.0169 -0.6271 0.9731
H -2.5707 -1.0297 -0.3078
H -1.7322 -0.4517 -2.0030
H -1.3301 -1.9015 -1.3751
H 0.2807 1.0644 -1.8976
H 1.9622 1.8993 0.1867
H 1.4918 0.2206 2.1479
H -0.3067 -1.5233 1.2664



Which one sits at the bottom of the stability order? *a* does.



*a*
13
Properties=species:S:1:pos:R:3 method="wB97M-V/def2-TZVPD" charge=0 multiplicity=1
C -2.3205 0.0041 -2.0144
C -1.5043 -0.8873 -1.1645
C -1.2267 1.4802 -1.0946
C -0.8334 0.2668 -0.6169
C 2.3883 -0.3177 1.9933
N -2.2270 1.2885 -2.0329
H -2.1027 -1.4599 -0.4611
H -0.8719 -1.5520 -1.7479
H 2.1958 0.1119 2.9652
H -0.8603 2.4514 -0.8287
H 3.4385 -0.2104 1.7519
H 2.1303 -1.3687 2.0034
H 1.7940 0.1930 1.2471



*b*
13
Properties=species:S:1:pos:R:3 method="wB97M-V/def2-TZVPD" charge=0 smiles="C=NC=C1CC1" multiplicity=1
C -2.9021 0.0405 0.0578
N -1.8364 -0.5292 -0.3046
C -0.4579 0.6380 -0.1245
C 0.6822 0.0821 -0.2256
C 2.1196 0.3293 0.0172
C 1.5936 -1.0616 -0.0808
H -3.7444 -0.5523 0.3180
H -2.9690 1.0420 0.5367
H -0.7627 1.6454 -0.3222
H 2.7321 0.9479 -0.7672
H 2.2716 0.7290 0.9755
H 1.4778 -1.4770 0.8898
H 1.7954 -1.8341 -0.9699



Which one sits at the bottom of the stability order? *a* does.



*a*
19
Properties=species:S:1:pos:R:3 method="wB97M-V/def2-TZVPD" charge=0 smiles=CN(CO)C(C)(O)O multiplicity=1
C 0.6772 1.6600 0.3212
N -0.0602 0.4020 0.3386
C -1.7520 0.6371 0.1703
O -2.6188 -0.2238 -0.5483
C 0.4194 -0.5993 -0.4716
C 1.6669 -1.2619 0.7452
O 1.0974 -0.1432 -1.5827
O -0.3291 -1.6858 -0.7871
H 0.6501 2.0674 1.3316
H 0.2214 2.3773 -0.3657
H 1.7147 1.5613 0.0120
H -2.0709 0.5861 1.2195
H -2.0216 1.6376 -0.1816
H -3.3653 -0.3885 0.0419
H 2.5227 -1.5813 0.1599
H 2.0105 -0.6014 1.5312
H 1.1524 -2.1092 1.1839
H 1.3298 -0.9014 -2.1325
H -1.2446 -1.4332 -0.9859



*b*
19
Properties=species:S:1:pos:R:3 method="wB97M-V/def2-TZVPD" charge=0 multiplicity=1
O 1.5689 0.8936 0.4485
C 2.1599 -0.2094 0.7823
N 1.7082 -1.3639 0.0209
C -2.7404 -0.7671 0.0286
C -1.5481 -0.0960 -0.0563
C -1.2865 1.3286 0.3975
O -0.5178 -0.6830 -0.5428
H 3.2646 -0.2669 0.6590
H 1.9898 -0.4879 1.8579
H -2.8989 -1.7098 -0.4859
H -3.6524 -0.3066 0.3801
H 1.9388 -2.2816 0.3802
H -0.6470 1.2243 1.2645
H -0.6762 1.7826 -0.3779
H -2.2233 1.8635 0.4780
H 0.7026 -1.2841 -0.1895
H 1.4399 1.0808 -1.1922
H 0.4527 0.2504 -1.8072
O 0.9653 1.0325 -2.0458



*c*
19
Properties=species:S:1:pos:R:3 method="wB97M-V/def2-TZVPD" charge=0 smiles="N[C@@H](CO)CC=O.O" multiplicity=1
N -0.0322 -0.5879 -1.5223
C 0.6967 -0.7647 -0.2250
C 1.3729 0.5857 0.2712
O 1.4736 1.6164 -0.7221
C -0.5258 -1.0358 0.9143
C -0.7923 -2.4462 0.9358
O -1.5146 -2.9157 0.0361
H -0.3224 -1.3756 -1.9216
H 0.4084 0.1476 -2.0739
H 1.4716 -1.4698 -0.1977
H 2.3630 0.4618 0.6498
H 0.7527 0.8451 1.1020
H 0.6400 2.2826 -0.8230
H -0.1263 -0.7200 1.8963
H -1.3435 -0.3446 0.6007
H -0.2696 -2.9867 1.7343
O -1.1973 3.2565 -0.2915
H -1.1895 2.7535 0.5329
H -1.8653 2.6976 -0.8963



Which one sits at the bottom of the stability order? *b* does.



*a*
16
Properties=species:S:1:pos:R:3 method="wB97M-V/def2-TZVPD" charge=0 smiles=CC#CC(C)C multiplicity=1
C 3.0393 0.6439 -0.1458
C 1.6682 0.2459 0.0635
C 0.4979 0.0796 -0.1716
C -0.7857 -0.4983 0.2063
C -1.5803 -1.0309 -0.9762
C -1.5596 0.5428 1.0110
H 3.6888 0.9999 0.6542
H 3.5938 -0.1137 -0.7371
H 2.5884 1.5426 -0.5910
H -0.5341 -1.3354 0.8725
H -1.8454 -0.2101 -1.6497
H -2.4976 -1.5050 -0.6166
H -1.0098 -1.7716 -1.5467
H -1.7821 1.4168 0.3893
H -2.4982 0.1071 1.3597
H -0.9838 0.8863 1.8784



*b*
16
Properties=species:S:1:pos:R:3 method="wB97M-V/def2-TZVPD" charge=0 multiplicity=1
C -1.6792 0.1127 -0.1425
C -0.1936 -0.1856 -0.1575
C 0.3261 -1.1201 0.8324
C 0.6120 0.3842 1.0997
C 1.8899 0.8688 0.7155
C 0.4771 -0.0397 -1.5088
H -2.1199 -0.0166 0.8519
H -2.1857 -0.5841 -0.8225
H -1.8946 1.1300 -0.4872
H -0.3729 -1.5718 1.5330
H 1.2001 -1.7150 0.5896
H -0.0420 0.8541 1.8394
H 2.0501 1.8571 1.1882
H 1.5577 -0.1194 -1.3946
H 0.1186 -0.8032 -2.2069
H 0.2564 0.9486 -1.9300



Which one sits at the bottom of the stability order? *b* does.